# C72H186N12O27

A cluster of 15 separate species, C72H186N12O27 in total in a non-equilibrium geometry (wB97M-V/def2-TZVPD, the Open Molecules 2025 dataset).

Last column: Löwdin charge in e.
CARTESIAN COORDINATES (ANGSTROEM)
H1 -0.6481 -8.6470 -3.8180  0.106
H2 0.1476 -10.6838 -1.7230  0.088
H3 1.5247 9.1169 5.4236  0.117
C1 1.6053 5.6869 -0.6418  -0.139
H4 8.2866 1.8222 6.9421  0.086
H5 3.5361 -1.1201 0.5023  0.070
H6 5.3612 -6.4041 -6.9252  0.071
C2 -6.8506 3.7768 -2.1052  -0.068
C3 0.8101 -4.8464 -4.0490  -0.089
H7 -6.4503 11.6958 -0.0926  0.082
H8 -3.5592 -1.6378 5.0566  0.085
H9 5.5127 -8.3452 -2.0529  0.107
H10 1.4612 8.0836 2.0946  0.076
H11 -1.5157 6.4966 0.8652  0.069
C4 -1.9617 3.1392 0.0664  -0.183
H12 -0.1994 9.1570 5.1670  0.118
H13 2.6066 2.3348 8.6934  0.113
H14 0.4918 -4.4519 0.9518  0.071
H15 1.5115 -7.9689 0.5893  0.108
C5 -3.4846 -3.4866 -0.7416  -0.129
H16 0.9701 4.4928 -5.4752  0.129
C6 5.5858 0.0411 5.8644  -0.178
H17 8.3058 1.2330 8.5991  0.085
H18 -2.8278 -3.0849 -3.9133  0.075
N1 -0.5633 6.6551 6.2998  -0.070
H19 -2.4264 -2.8973 5.3028  0.085
H20 0.1593 2.7296 3.0885  0.079
H21 -0.9379 5.9929 2.4747  0.086
H22 -4.0915 -0.6031 0.2802  -0.036
C7 -2.5333 2.5601 -1.2731  -0.178
H23 3.0531 -3.5917 -0.2812  0.063
C8 5.0434 -7.3674 -6.5265  -0.101
C9 1.9571 -1.7197 -7.4518  -0.225
C10 -1.7773 6.4122 1.9200  -0.063
C11 -0.5756 5.4035 7.1068  -0.172
C12 4.3534 -2.3268 -3.9077  -0.072
C13 1.3737 4.2672 -4.4881  -0.174
C14 -1.2640 -1.1794 -5.6085  -0.091
H24 -0.8667 -10.0583 -6.0951  0.112
H25 -1.7610 -0.3387 -5.1245  0.076
H26 -0.0555 8.6723 2.6115  0.074
O1 1.0255 7.7669 4.1392  -0.214
H27 1.9247 3.5285 6.5804  0.070
C15 4.1612 -3.3637 -6.1642  -0.129
H28 -3.8561 -4.4981 -0.5773  0.118
C16 -3.3400 8.9279 4.2126  -0.164
H29 -3.7702 6.7905 3.7783  0.113
H30 -7.1749 3.0109 -2.8097  0.083
H31 0.0029 -2.6341 -7.3654  0.130
H32 4.0246 1.4174 -3.1244  0.085
H33 5.3161 -8.9004 -4.6620  0.116
N2 -4.2384 9.7055 3.2851  -0.047
H34 -0.7088 1.5287 -3.0446  0.111
H35 1.9226 -10.2814 -1.7080  0.084
H36 5.2387 -2.9427 -3.7494  0.079
H37 -1.7828 -1.2428 5.4282  0.078
C17 5.1669 -6.3882 -2.2725  -0.196
H38 -2.4158 9.5002 4.2940  0.092
C18 5.5117 -7.0138 1.6724  -0.162
N3 5.0949 -0.5034 4.5877  -0.051
H39 4.6552 -3.0068 0.2402  0.082
H40 -0.5166 6.3460 -4.0244  0.112
C19 1.1779 2.6941 2.7023  -0.061
C20 -11.1428 -0.5004 -5.0622  -0.105
O2 -5.0173 -0.3943 0.1549  -0.059
H41 -3.5245 -2.9851 1.2840  0.122
H42 0.2879 -0.4614 -3.1281  0.108
H43 -3.6174 2.4740 -1.2003  0.097
C21 3.6502 -0.2745 4.4430  -0.207
O3 2.3009 2.6482 -3.0560  -0.191
H44 -3.4432 0.3541 -3.2263  -0.011
H45 4.1849 1.9638 7.9233  0.108
H46 2.1822 -4.1816 -6.7959  0.087
O4 4.2818 -7.2271 -5.3363  -0.214
N4 -2.3752 -1.4690 0.2499  -0.061
H47 3.4734 5.6164 5.2284  0.103
H48 1.3964 4.5077 4.8024  0.095
H49 2.9045 -7.0135 0.1334  0.087
O5 3.4983 -3.0510 -4.8719  -0.252
H50 -2.1753 -4.6504 -3.4401  0.074
H51 -11.7946 -1.3064 -4.7253  0.078
H52 1.0680 6.3464 -3.3571  0.098
H53 0.8228 0.0069 6.6869  0.079
H54 -0.0295 -2.9822 -1.6741  0.074
H55 0.7227 -5.8817 -6.2821  0.106
O6 0.3297 -0.9818 -1.1619  -0.193
H56 -0.1216 1.5388 -1.3426  0.113
H57 -2.4899 2.1800 5.7223  0.083
H58 2.9261 -7.5045 -3.1001  0.118
C22 0.0153 -9.6640 -5.5904  -0.208
C23 6.4677 -5.9271 2.2624  -0.258
O7 -2.1935 4.3825 -5.3738  -0.059
C24 3.1177 -0.1482 0.7641  -0.084
C25 0.7855 -2.3063 -1.4151  -0.079
H59 5.8748 -8.0717 -6.4994  0.087
N5 4.3054 -6.9904 2.5466  -0.047
H60 0.8271 -5.5479 -0.4068  0.072
H61 -2.3708 3.3028 -2.0542  0.116
H62 3.1960 -0.6926 5.3414  0.110
C26 -0.7889 1.0639 -2.0619  -0.152
H63 -2.1088 7.1495 4.4355  0.081
H64 0.7406 -4.8295 -2.9614  0.074
H65 3.6588 2.7708 5.1453  0.065
H66 -1.8721 -3.4444 0.6833  0.109
H67 2.6009 2.6531 -5.1072  0.126
H68 -1.5061 4.1003 -4.7705  -0.020
H69 1.2929 -2.7277 -0.5473  0.061
H70 -7.5475 9.7189 2.5328  0.113
H71 -4.2243 3.8097 1.2429  0.093
H72 2.6156 0.5495 -3.4868  0.075
H73 0.6862 -8.9605 -1.6117  0.079
H74 3.5087 0.6211 0.0982  0.071
H75 -1.0631 -10.2986 -3.8444  0.115
C27 4.1232 -3.7986 -0.2874  -0.078
H76 4.2406 -7.6794 -7.1946  0.092
H77 6.8064 1.4975 7.7231  0.061
H78 2.0060 -0.7758 3.1017  0.111
H79 4.7098 -1.3357 -4.1882  0.078
O8 -2.5223 -3.3908 -1.8483  -0.219
H80 1.5293 -2.4226 -2.2033  0.083
C28 0.6211 -2.0037 -6.7263  -0.228
C29 -2.5040 3.0301 5.0402  -0.102
H81 -3.5300 3.3513 4.8607  0.087
N6 0.2384 4.4437 -3.5533  -0.059
C30 0.5815 7.5013 6.4562  -0.199
H82 7.7282 0.1000 5.2240  0.112
H83 -4.0874 2.4487 2.4125  0.085
O9 2.6364 1.0284 7.0805  -0.217
O10 -7.6731 3.9881 -0.9362  -0.176
C31 -7.0267 10.8386 0.2552  -0.127
C32 0.9776 8.5680 2.9430  -0.068
H84 -3.4949 -0.7815 2.4850  0.107
H85 -2.0288 3.7493 7.4343  0.118
H86 3.7374 -9.1366 -5.0909  0.115
H87 6.9656 -6.1450 3.2073  0.121
O11 7.7354 -0.2560 7.1988  -0.187
H88 -6.8458 2.2972 -0.0788  0.107
H89 1.3067 3.2894 1.7983  0.078
H90 3.5702 -4.5939 -7.7876  0.101
O12 1.5765 -6.0545 1.4723  -0.198
C33 -0.6906 -7.4479 -6.2044  -0.203
H91 5.4227 0.0569 3.8140  0.103
H92 -2.0415 -1.5743 -6.2624  0.090
H93 -2.4005 5.2762 -5.1007  0.016
H94 6.6668 -2.6616 2.7043  0.079
C34 0.6488 8.4829 5.2864  -0.220
H95 3.6951 -5.1063 -3.1990  0.092
H96 -3.7743 8.8932 5.2117  0.108
H97 -9.2121 -0.8572 -2.9758  0.115
C35 2.9696 3.4723 6.8858  -0.201
C36 -3.8842 2.7855 1.3959  -0.131
H98 -4.4377 2.1642 0.6919  0.055
H99 3.4938 -2.3145 -8.5163  0.100
H100 2.1910 4.9205 -4.1826  0.114
H101 1.6315 -0.9731 -8.1762  0.116
C37 3.1269 2.1618 7.7513  -0.194
H102 -9.0701 1.2682 0.5448  0.118
C38 -2.8390 -3.8431 -3.1302  -0.105
H103 3.3685 -8.8034 2.0138  0.111
H104 -0.9827 -7.4313 -7.2544  0.114
H105 1.4588 6.8605 6.5448  0.107
H106 0.7752 -10.3947 -5.8674  0.114
H107 4.3413 -4.6360 0.3754  0.064
H108 1.2854 1.6530 2.3978  0.070
O13 1.0498 -9.8721 -3.3881  -0.218
H109 -6.8718 4.7597 -2.5760  0.088
H110 -3.9369 9.5174 2.3397  0.087
H111 1.0031 2.1550 -4.5438  0.116
H112 1.6906 6.7282 -0.3312  0.089
H113 4.0346 -6.0200 2.4752  0.081
H114 -6.3885 11.1351 2.7777  0.121
C39 3.5619 4.6165 4.8036  -0.170
H115 -3.8157 -4.3269 -3.1413  0.088
H116 -4.3566 -2.8522 -0.9000  0.107
C40 7.8227 1.1147 7.6293  -0.095
H117 3.3406 -9.1364 -2.7957  0.087
H118 5.0192 -0.4771 6.6381  0.123
C41 0.5566 -5.4967 0.6478  -0.106
H119 -2.5679 5.6620 1.9377  0.068
H120 -4.9078 0.3919 -3.6075  0.026
H121 7.1911 -3.9559 3.7806  0.088
C42 -5.5818 9.1017 3.2048  -0.214
H122 1.0388 -7.9902 -5.5294  0.085
C43 -9.0274 1.9712 -0.2871  -0.196
H123 3.3813 -1.8182 2.8847  0.121
H124 -1.5531 -7.7610 -5.6160  0.112
H125 4.6996 -2.4681 -6.4743  0.109
H126 2.2680 5.5343 -1.4937  0.084
H127 2.4798 -7.7741 3.0185  0.110
H128 3.2650 -5.6507 -1.5763  0.098
O14 -2.1879 -1.9642 3.4994  -0.208
N7 0.4170 -8.4024 -6.2104  -0.052
H129 -1.7376 -1.6324 -0.5161  0.067
O15 2.2484 3.0318 3.5975  -0.200
H130 -5.9538 9.0396 4.2275  0.116
H131 -0.4144 7.1790 -1.5129  0.125
N8 3.8750 3.5425 5.7600  -0.043
H132 0.5118 8.0235 7.4104  0.121
H133 -0.7205 6.2881 5.3720  0.069
H134 -0.5556 5.8100 8.1180  0.120
H135 3.4542 0.7848 4.6091  0.092
H136 5.8467 -6.2154 -1.4382  0.109
O16 -0.0096 -0.8212 -6.2468  -0.166
H137 -2.1355 2.6681 4.0803  0.061
C44 -1.8008 4.5657 6.7490  -0.193
H138 -5.5955 8.1755 2.6304  0.118
N9 -9.0461 1.0491 -1.4105  -0.091
C45 3.1019 -7.7522 2.1238  -0.192
C46 -10.2129 0.2441 -1.4196  -0.217
H139 0.8459 1.7392 6.1674  0.077
H140 4.8436 -4.1593 -5.8651  0.101
H141 7.7768 -3.8023 2.0976  0.083
C47 -2.5055 -1.8803 4.9188  -0.064
N10 -2.1360 1.2194 -1.5460  -0.058
H142 -10.2291 -0.8762 -5.5228  0.085
O17 -1.5507 4.0009 5.4602  -0.219
C48 -6.5246 10.0927 2.4895  -0.179
H143 -9.8732 2.6570 -0.2374  0.119
H144 -1.1257 -1.9884 -4.8912  0.052
O18 -2.5280 2.5831 1.2453  -0.195
H145 -1.2417 0.0998 1.1936  0.096
H146 5.6657 -6.2498 -3.2317  0.110
N11 2.6283 -2.7470 -8.2266  -0.042
H147 -8.9148 1.5175 -2.2956  0.104
H148 -0.8740 -5.2169 -6.1969  0.121
H149 -1.1585 -1.0488 -2.5127  0.107
C49 2.1929 4.3673 4.0716  -0.195
H150 -0.7180 -1.4273 1.6122  0.110
H151 0.4362 4.0018 -2.6669  0.084
H152 2.0427 5.0172 0.0986  0.088
H153 -2.6698 5.2108 6.6198  0.121
H154 -5.8235 3.6269 -1.7725  0.071
H155 2.0427 5.0723 3.2539  0.113
C50 -0.3270 -0.4033 -2.2299  -0.229
C51 3.7650 -8.1984 -3.1535  -0.173
H156 -0.8788 3.0893 0.1800  0.108
O19 4.6445 -4.1080 -1.5773  -0.206
C52 1.8311 2.8391 -4.3582  -0.250
O20 -6.1562 10.0624 1.0634  -0.217
C53 -2.4461 -0.7944 2.7816  -0.206
H157 0.4650 -3.8559 -4.3457  0.071
H158 5.9629 -8.0059 1.6602  0.117
H159 -2.3459 0.5758 -0.7964  0.082
H160 0.3294 4.8122 6.9673  0.086
H161 -5.3418 -0.2046 1.0352  0.023
C54 -0.2475 -6.0179 -5.8045  -0.210
C55 -7.7802 2.8540 -0.1491  -0.256
H162 1.8395 -5.1067 -4.2953  0.077
C56 -0.2377 -9.6242 -4.0725  -0.170
H163 2.0585 -0.0226 0.5399  0.071
H164 0.9407 -2.5533 -5.8409  0.080
H165 3.2576 4.2788 7.5601  0.120
H166 3.7857 -2.3028 -2.9775  0.067
C57 1.1769 1.0134 6.9101  -0.056
C58 -2.7646 -2.8415 0.5159  -0.182
C59 0.9185 -9.9585 -1.9833  -0.113
H167 7.2892 -1.4455 5.6966  0.112
O21 -10.7766 0.2328 -3.8937  -0.215
H168 1.5107 9.4830 3.2012  0.088
O22 -2.2657 7.6760 2.4784  -0.219
N12 4.6966 -7.7527 -2.1074  -0.061
C60 -2.9131 7.4638 3.7703  -0.167
C61 -1.6452 -0.8863 1.4233  -0.139
O23 3.4958 0.1106 2.1108  -0.209
C62 3.0724 -3.7719 -7.2732  -0.178
C63 7.1027 -0.4045 5.9604  -0.227
O24 5.9405 -4.6551 2.2287  -0.206
C64 -10.2417 -0.5519 -2.7893  -0.172
H169 -11.7167 0.0953 -5.7719  0.085
H170 -7.8560 3.2957 0.8445  0.117
H171 5.5453 1.1249 5.9729  0.095
H172 5.2390 -6.7241 0.6576  0.078
H173 0.6807 1.1491 7.8711  0.083
O25 -0.0380 -5.9215 -4.4177  -0.199
H174 -1.4768 5.7645 -1.9139  0.114
H175 -10.1104 -0.4494 -0.5850  0.116
C65 4.0841 -5.2882 -2.1972  -0.178
H176 7.2925 -5.9032 1.5502  0.109
C66 2.2374 -7.2468 0.9632  -0.183
C67 0.0923 5.8711 -3.2552  -0.211
H177 4.3936 4.7638 4.1145  0.111
H178 -2.1555 4.2022 -0.0770  0.092
H179 2.8890 1.0556 -1.7955  0.061
H180 -2.1264 0.0753 3.3555  0.111
O26 -4.0274 0.4036 -3.9829  -0.057
C68 2.9741 1.3512 -2.8411  -0.041
C69 4.3472 -8.4139 -4.5488  -0.200
H181 -10.8359 -1.4586 -2.6751  0.106
C70 6.9100 -3.7230 2.7536  -0.071
O27 0.3165 5.3708 -0.8852  -0.226
C71 3.0952 -0.7968 3.1359  -0.183
H182 -0.4391 -5.9138 0.7982  0.085
H183 -11.1067 0.8539 -1.2876  0.115
H184 -7.3307 10.3263 -0.6576  0.078
H185 2.5787 -1.1291 -6.7789  0.113
H186 -7.9594 11.1440 0.7296  0.080
C72 -0.4560 6.1386 -1.8352  -0.149

LUMO energy (hartree): 0.015
Highest occupied orbital energy (eV): -8.4



# C4H8NO

The ion C4H8NO with charge +1 in a non-equilibrium geometry (wB97M-V/def2-TZVPD, the Open Molecules 2025 dataset).

Last column: Mulliken spin population.
CARTESIAN COORDINATES (ANGSTROEM)
H1 -1.9508 -0.5943 1.4801  -0.008
C1 -1.4530 1.2902 1.1633  0.486
H2 0.0484 -1.2996 0.4856  0.017
C2 0.4858 -0.6294 -0.3179  0.704
C3 -0.3630 1.5339 0.3377  0.391
H3 0.0398 2.5694 0.2906  -0.001
H4 -1.8435 2.2546 1.4192  0.022
H5 1.9702 -2.1411 -0.4762  0.033
H6 1.0426 1.2161 -1.0843  -0.016
C4 1.3310 -1.6319 -1.1209  -0.011
O1 -2.2719 0.3417 1.6107  0.186
N1 0.3793 0.6576 -0.3692  0.162
H7 1.9038 -1.1603 -1.9267  0.000
H8 0.6813 -2.4070 -1.4920  0.036

2S+1: 3
LUMO energy (spin up / spin down) (hartree): -0.125 / -0.278
⟨S²⟩: 2.01
Total charge: +1
Highest occupied orbital energy (spin up / spin down) (eV): -11.2 / -16.8



Energy above the lowest of the compared OMol25 structures with the same formula, charge and spin across the listed records, respectively: 0.0, 0.0 kJ/mol.